145
Properties=species:S:1:pos:R:3:forces:R:3 method="wB97M-V/def2-TZVPD" fmax_ha_per_bohr=0.1007 orbital_gap_ev="4.9 / 4.9" spin_multiplicity=2 total_charge=-1 s2=0.770
V 0.668967 0.215918 0.908742 0.84 4.27 2.80
N -1.819605 2.049201 4.003252 -0.07 -0.12 0.00
C -0.868695 1.584511 3.094118 0.39 0.05 -0.25
S -0.952937 -0.078136 2.615101 -0.29 -0.32 0.28
N -0.006366 2.432371 2.667480 -0.22 0.85 0.36
N 0.889828 2.011735 1.709306 -0.44 -1.54 -0.29
C 1.914970 2.881397 1.478889 0.41 0.42 0.00
C 2.034213 4.187993 2.179141 -0.25 -0.13 -0.11
C 3.223472 4.533115 2.829435 -0.07 -0.07 -0.04
C 3.381996 5.766039 3.443721 0.00 0.04 -0.01
C 2.342569 6.684741 3.444230 0.07 0.04 0.05
C 1.141302 6.347588 2.834415 -0.05 0.03 0.00
C 0.986580 5.118655 2.215654 0.18 -0.05 -0.07
C 2.904779 2.470146 0.557522 -0.33 0.26 0.37
C 3.918562 3.342736 0.062553 0.27 -0.07 -0.21
C 4.906232 2.849171 -0.746625 -0.16 0.13 0.15
C 4.887207 1.493342 -1.109508 -0.19 -0.25 0.08
C 3.802306 0.746798 -0.693665 0.90 0.07 -0.11
N 2.829277 1.191116 0.093803 -0.84 0.07 0.00
H -2.151191 1.323723 4.620454 0.00 0.02 0.03
H -1.494703 2.871081 4.493418 -0.02 0.03 -0.03
H 4.030413 3.811281 2.857357 0.02 0.00 -0.04
H 4.321464 6.007921 3.927293 -0.01 -0.01 0.01
H 2.469033 7.650855 3.917926 -0.03 0.00 0.01
H 0.318151 7.053258 2.836238 0.00 -0.01 0.00
H 0.049811 4.862363 1.745675 -0.07 -0.01 -0.03
H 3.891961 4.390489 0.319651 0.02 0.04 0.06
H 5.689981 3.500995 -1.115572 -0.02 0.05 0.01
H 5.655335 1.055527 -1.731608 -0.03 -0.04 0.00
H 3.720454 -0.285993 -1.021734 0.41 0.85 0.00
C 4.008518 -5.032361 -0.830131 -0.13 0.17 0.04
C 2.619575 -4.421130 -0.689815 0.04 -0.53 -0.16
C 1.533007 -5.432631 -1.053343 0.10 0.26 0.08
O 2.512406 -3.280916 -1.512966 -0.03 0.11 -0.01
C 2.221043 -2.120757 -0.738579 -0.17 0.02 0.21
C 1.883865 -2.681703 0.665583 -0.17 0.21 0.02
O 2.446087 -3.987537 0.638230 -0.05 0.16 0.01
C 2.390129 -1.884547 1.911597 0.21 -0.63 0.19
O 1.949126 -0.575438 1.851563 1.22 -1.55 1.08
C 3.927272 -1.875704 2.075784 -0.10 0.22 -0.08
C 4.537437 -0.653181 2.355072 -0.07 0.00 -0.12
C 5.893875 -0.574392 2.627835 0.01 -0.07 0.03
C 6.672985 -1.721486 2.603951 0.07 0.09 -0.03
C 6.076713 -2.941941 2.327187 0.02 -0.06 0.04
C 4.711952 -3.026719 2.087466 0.04 -0.01 0.03
C 1.829740 -2.511509 3.213057 -0.19 -0.01 -0.09
C 1.229637 -3.763403 3.305210 0.12 0.10 -0.06
C 0.713161 -4.215342 4.514124 -0.03 -0.02 0.04
C 0.795871 -3.430082 5.650832 0.01 -0.10 -0.01
C 1.395770 -2.180311 5.567868 0.00 0.05 0.02
C 1.898722 -1.726108 4.362167 0.07 0.01 -0.01
C 1.127227 -1.265925 -1.514278 0.65 -0.76 -0.72
O 0.479280 -0.406635 -0.649581 -0.67 -1.86 -3.14
C 0.055744 -2.194609 -2.133341 -0.16 0.27 0.08
C -0.853507 -2.822347 -1.281603 -0.01 0.07 0.00
C -1.836935 -3.665984 -1.773545 -0.02 -0.02 0.05
C -1.986530 -3.842191 -3.139919 0.05 -0.04 -0.03
C -1.139076 -3.164006 -3.999841 -0.03 -0.06 -0.11
C -0.121804 -2.359539 -3.504293 0.05 0.01 0.10
C 1.891427 -0.489616 -2.600728 -0.26 0.11 -0.05
C 1.794394 0.895292 -2.651923 -0.32 0.01 -0.30
C 2.470092 1.621043 -3.622823 -0.08 0.01 -0.04
C 3.264597 0.972817 -4.553763 -0.02 0.00 -0.04
C 3.392499 -0.407761 -4.492015 0.06 -0.07 0.03
C 2.720136 -1.133778 -3.520861 -0.01 0.07 0.11
H 4.130143 -5.439064 -1.833815 0.02 -0.01 -0.01
H 4.124966 -5.834391 -0.100893 0.04 -0.02 -0.01
H 4.766759 -4.269860 -0.654432 0.00 0.00 0.02
H 1.565654 -5.659211 -2.118870 0.02 -0.01 -0.01
H 0.558391 -5.010735 -0.814815 -0.03 -0.06 -0.03
H 1.689902 -6.344986 -0.477602 -0.06 -0.04 -0.02
H 3.122763 -1.504627 -0.665258 -0.41 -0.69 0.21
H 0.797287 -2.744707 0.793623 0.02 -0.08 0.02
H 3.922361 0.235244 2.355453 0.00 0.04 -0.02
H 6.333373 0.385454 2.870099 0.03 0.01 -0.07
H 7.737165 -1.664566 2.799279 0.00 -0.01 0.02
H 6.679555 -3.842839 2.318631 -0.03 -0.02 0.00
H 4.257966 -3.991539 1.923240 0.02 0.01 0.03
H 1.181478 -4.412621 2.444745 -0.05 -0.01 -0.10
H 0.239448 -5.189396 4.554242 0.03 0.00 0.03
H 0.411067 -3.793010 6.596167 -0.05 0.03 -0.01
H 1.457911 -1.553671 6.449365 0.03 0.02 -0.01
H 2.353282 -0.746172 4.290509 -0.06 0.03 0.01
H -0.816099 -2.619586 -0.220124 -0.02 -0.04 0.01
H -2.496404 -4.185379 -1.088645 -0.03 0.07 0.04
H -2.757198 -4.495131 -3.530182 -0.03 0.02 0.00
H -1.272247 -3.260793 -5.070856 0.05 0.01 -0.01
H 0.524797 -1.841622 -4.197062 -0.01 -0.01 -0.03
H 1.205962 1.409588 -1.906265 -0.03 -0.01 -0.09
H 2.376124 2.699808 -3.639096 0.03 0.01 0.01
H 3.783925 1.532664 -5.321744 0.02 0.02 0.03
H 4.022334 -0.932393 -5.200650 0.01 0.03 -0.01
H 2.846506 -2.205514 -3.467000 -0.03 -0.03 -0.05
C -4.280097 4.798269 -0.995161 -0.01 -0.17 -0.14
C -2.878074 4.271216 -1.297008 -0.04 0.12 0.10
C -2.277005 3.571304 -0.079530 0.00 -0.08 -0.11
C -3.162918 2.444424 0.470587 0.18 -0.09 0.09
C -4.594721 2.957818 0.671817 -0.02 -0.07 -0.20
C -5.190229 3.656001 -0.546838 0.05 0.15 0.18
P -2.768831 0.736939 -0.242871 -0.84 -0.02 -0.43
C -4.386255 -0.137629 0.180826 0.34 0.04 0.06
C -4.571069 -0.253424 1.714864 0.18 -0.06 -0.01
C -4.158119 -1.635170 2.216646 -0.17 0.09 0.01
C -5.087064 -2.717807 1.659557 0.02 0.05 -0.01
C -5.512580 -2.385606 0.221698 0.13 -0.04 -0.06
C -4.453276 -1.526445 -0.469096 -0.26 0.06 0.03
C -2.919751 0.639606 -2.114407 0.09 0.25 0.28
C -1.685865 1.280324 -2.784003 -0.05 -0.01 -0.10
C -1.937021 1.586039 -4.266328 0.06 -0.16 -0.01
C -2.782202 0.477350 -4.890104 -0.05 0.13 -0.04
C -4.184388 0.413808 -4.251740 0.07 0.10 0.06
C -4.195343 1.044397 -2.850686 0.04 -0.25 -0.05
H -4.696021 5.292255 -1.878285 0.01 0.04 0.03
H -4.224359 5.546223 -0.196501 0.00 0.03 -0.01
H -2.228853 5.097105 -1.600978 0.04 -0.05 -0.05
H -2.940997 3.579025 -2.139002 0.04 0.02 -0.03
H -2.154674 4.320845 0.711124 0.06 -0.03 0.02
H -1.278471 3.184168 -0.306798 0.04 0.07 0.08
H -2.781940 2.250120 1.479443 0.01 -0.01 0.03
H -4.547572 3.694430 1.483866 -0.03 -0.04 0.05
H -5.255540 2.159830 1.009955 0.00 0.03 0.07
H -6.178891 4.047670 -0.288305 -0.03 -0.05 -0.06
H -5.321372 2.944265 -1.364168 -0.04 0.01 0.01
H -5.204504 0.460655 -0.232494 0.00 0.01 0.04
H -5.618617 -0.073695 1.982455 0.01 0.05 0.01
H -3.966077 0.497463 2.224375 -0.09 0.05 0.08
H -4.164621 -1.656511 3.308109 0.07 0.00 0.01
H -3.127922 -1.812266 1.910127 0.07 -0.05 0.02
H -5.975109 -2.806197 2.291929 0.02 -0.05 0.02
H -4.575150 -3.683453 1.686433 -0.03 -0.02 0.01
H -6.455886 -1.830395 0.227128 -0.03 -0.03 -0.03
H -5.681610 -3.303207 -0.348023 -0.08 0.02 0.01
H -4.695680 -1.438256 -1.530626 0.12 0.00 -0.01
H -3.482570 -2.016890 -0.394334 0.07 -0.07 -0.10
H -2.813750 -0.446930 -2.250202 0.00 0.02 0.03
H -0.853176 0.583794 -2.699075 0.02 0.02 0.03
H -1.381977 2.192324 -2.267403 0.06 -0.04 -0.01
H -0.979439 1.661641 -4.787709 0.00 0.08 0.01
H -2.445005 2.548591 -4.386436 0.01 0.02 0.00
H -2.263813 -0.471902 -4.735206 0.02 -0.03 -0.03
H -2.868497 0.628893 -5.968794 0.02 -0.08 -0.01
H -4.493496 -0.632635 -4.173156 -0.08 0.02 -0.03
H -4.915956 0.928964 -4.881142 -0.01 -0.07 -0.03
H -5.086382 0.712344 -2.313542 -0.03 0.09 -0.01
H -4.254244 2.129873 -2.939871 -0.01 0.00 0.03